The following is a quantum chemistry calculation of a cluster of 12 separate species, C12H48O12 in total in a non-equilibrium geometry, from OMol25.

Values from the calculation:
ΔE to the lowest compared entry with this formula, charge and spin in kcal per mole: 170.9
SMILES: CO.CO.CO.CO.CO.CO.CO.CO.CO.CO.CO.CO
LUMO energy in eV: 0.3
HOMO in eV: -9.8
E_tot in eV: -37785.101
Max |F| in hartree/bohr: 0.0522

```
72
Properties=species:S:1:pos:R:3:forces:R:3:mulliken_charge:R:1
C -13.379 29.481 -15.587 -0.9 -1.6 -1.2 -0.149
O -13.164 30.275 -16.737 0.3 0.8 0.5 -0.487
H -13.816 29.958 -14.710 0.7 0.4 0.1 0.232
H -14.147 28.770 -15.892 -0.1 -0.2 0.1 -0.276
H -12.478 28.875 -15.492 0.0 0.0 1.1 0.390
H -12.298 30.640 -16.543 0.1 0.5 -0.6 0.291
C -13.990 26.627 -20.675 -0.1 0.2 -1.2 -0.582
O -13.880 25.299 -20.198 0.2 -0.1 0.8 -0.489
H -14.510 26.556 -21.630 -0.7 0.6 0.2 0.240
H -14.488 27.270 -19.949 -0.1 -0.3 -0.2 0.182
H -13.055 27.100 -20.975 0.5 -0.2 0.6 0.298
H -13.745 24.743 -20.969 0.1 -0.4 0.0 0.297
C -15.797 23.834 -13.189 -0.4 0.5 0.3 -0.308
O -15.461 23.614 -11.814 0.1 -0.3 -0.5 -0.537
H -15.452 24.832 -13.460 -0.1 0.0 -0.1 0.057
H -15.382 23.138 -13.918 0.3 -0.4 0.4 0.165
H -16.881 23.799 -13.292 -0.1 0.2 -0.3 0.293
H -16.258 23.282 -11.393 0.2 -0.1 0.1 0.325
C -16.711 29.820 -17.396 -0.1 0.0 0.6 -0.087
O -17.789 30.719 -17.496 -0.3 0.9 -0.6 -0.573
H -15.841 30.094 -17.992 -0.4 0.3 -0.3 0.277
H -16.380 29.898 -16.360 0.3 -0.8 0.2 0.153
H -17.088 28.843 -17.699 0.6 -0.3 0.4 -0.090
H -18.437 30.448 -16.841 -0.1 0.0 -0.1 0.296
C -17.590 26.803 -19.924 -1.2 0.9 1.1 -0.452
O -17.031 27.330 -21.120 0.1 -1.0 0.1 -0.478
H -17.102 25.997 -19.377 0.9 0.1 -0.9 0.040
H -17.696 27.636 -19.229 0.2 0.0 0.4 0.221
H -18.617 26.443 -19.986 -0.2 -0.1 -0.7 0.416
H -17.687 27.950 -21.447 0.0 0.1 -0.1 0.297
C -13.714 21.695 -19.866 -0.9 -0.7 0.9 -0.363
O -13.005 21.533 -21.070 0.6 -0.3 -0.1 -0.518
H -13.298 22.434 -19.181 -0.1 0.5 -0.6 -0.022
H -14.771 21.819 -20.100 0.0 0.6 0.2 0.165
H -13.677 20.797 -19.250 0.1 -0.3 0.0 0.452
H -12.772 20.601 -21.060 0.3 0.1 -0.5 0.312
C -17.054 23.931 -22.320 1.1 -0.7 0.9 -0.659
O -15.980 23.584 -21.429 0.2 0.2 0.2 -0.362
H -16.828 24.864 -22.835 -0.2 -0.1 -0.3 0.248
H -17.003 23.032 -22.935 -0.8 0.5 -0.6 0.232
H -17.985 23.997 -21.756 -0.2 0.0 -0.2 0.256
H -15.822 24.264 -20.770 -0.2 0.2 0.1 0.274
C -15.968 28.055 -13.805 -0.1 -0.9 2.5 -0.872
O -16.929 27.431 -14.576 -0.8 -0.4 -2.4 -0.333
H -16.241 27.629 -12.839 0.5 0.9 1.1 0.409
H -14.974 27.621 -13.907 0.1 0.4 -1.0 0.219
H -16.039 29.143 -13.790 0.4 -0.1 -0.2 0.380
H -17.712 27.987 -14.583 -0.1 -0.1 -0.1 0.225
C -18.457 22.383 -17.137 0.6 2.1 -0.7 -0.596
O -18.392 23.623 -17.912 -1.1 -0.5 0.2 -0.508
H -19.476 22.011 -17.246 0.3 -0.2 -0.2 0.253
H -17.669 21.738 -17.525 -0.3 -0.5 0.3 0.246
H -18.297 22.672 -16.098 0.1 -0.5 0.2 0.203
H -17.514 24.009 -17.887 0.4 -0.5 0.0 0.318
C -13.144 22.867 -16.475 0.5 0.5 1.2 -0.407
O -12.178 21.869 -16.760 -0.2 -0.4 -0.3 -0.516
H -12.835 23.304 -15.526 -0.1 0.7 0.0 0.399
H -13.164 23.637 -17.246 -0.1 -0.2 0.0 0.070
H -14.150 22.516 -16.244 0.0 -0.5 -0.6 0.124
H -11.548 21.868 -16.036 0.0 -0.1 -0.2 0.334
C -15.768 25.398 -16.999 -0.4 1.0 0.7 -0.780
O -15.521 24.321 -17.852 -0.2 -0.2 -0.2 -0.174
H -16.551 26.074 -17.344 -0.3 0.0 -0.3 0.023
H -16.133 25.041 -16.036 0.4 -0.1 0.1 0.322
H -14.903 26.053 -16.898 0.3 -0.2 0.4 0.617
H -14.940 24.676 -18.529 0.3 -0.3 -0.7 0.045
C -20.357 26.405 -17.004 0.8 -1.5 0.0 -0.581
O -20.464 27.556 -17.812 0.1 0.3 0.6 -0.472
H -20.497 25.535 -17.647 -0.8 -0.3 0.3 0.315
H -19.367 26.144 -16.629 0.7 1.0 -0.3 0.087
H -20.921 26.405 -16.072 -0.7 0.1 -0.3 0.377
H -21.395 27.570 -18.043 0.0 0.3 -0.3 0.297
```
Forces are in eV/Å.

***

The following is a quantum chemistry calculation of an isolated molecule of CH5N3O in a non-equilibrium geometry, from OMol25.

Values from the calculation:
ΔE to the lowest compared entry with this formula, charge and spin in kcal per mole: 68.2
SMILES: N/N=C/NO
LUMO energy in eV: 1.1
HOMO in eV: -8.4
E_tot in eV: -7632.681
Max |F| in hartree/bohr: 0.0806

```
10
Properties=species:S:1:pos:R:3:forces:R:3:mulliken_charge:R:1
N -1.300 -1.025 1.254 -0.3 0.2 -0.8 -0.552
N -0.204 -0.313 0.760 0.4 0.3 0.1 -0.183
C -0.121 -0.088 -0.479 -0.8 -0.3 -0.5 -0.012
N 0.971 0.550 -1.111 -0.4 -0.6 0.9 -0.246
O 1.814 1.197 -0.176 2.9 -2.9 -0.6 -0.407
H -1.422 -0.811 2.243 0.1 0.1 -0.5 0.261
H -2.140 -0.782 0.710 0.2 -0.3 0.6 0.230
H -0.867 -0.433 -1.240 0.4 0.3 0.6 0.297
H 0.657 1.224 -1.785 0.0 0.4 -0.2 0.249
H 2.612 0.482 -0.176 -2.6 2.8 0.4 0.363
```
Forces are in eV/Å.

***

The following is a quantum chemistry calculation of an isolated molecule of C5H13NS2, from OMol25.

Values from the calculation:
ΔE to the lowest compared entry with this formula, charge and spin in kcal per mole: 13.7
SMILES: SCCCNCCS
LUMO energy in eV: 0.9
HOMO in eV: -9.0
E_tot in eV: -28556.035
Max |F| in hartree/bohr: 0.0148

```
21
Properties=species:S:1:pos:R:3:forces:R:3:mulliken_charge:R:1
S 3.535 0.974 0.636 0.2 -0.2 -0.1 -0.204
C 2.065 0.608 1.610 -0.5 0.2 0.2 -0.793
C 0.811 1.399 1.267 -0.6 -0.4 0.1 -0.594
C 0.246 1.058 -0.107 -0.4 0.5 0.4 -0.662
N -0.148 -0.342 -0.216 0.4 -0.1 -0.6 -0.234
C -1.202 -0.583 -1.194 -0.4 -0.3 0.1 -0.588
C -1.806 -1.968 -0.978 0.6 0.3 0.2 -0.693
S -3.132 -2.307 -2.142 -0.3 -0.3 -0.1 -0.230
H 3.816 2.145 1.217 0.0 0.1 0.0 0.116
H 1.790 -0.438 1.479 0.3 -0.1 -0.3 0.350
H 2.262 0.670 2.670 0.3 0.3 0.3 0.382
H 0.863 2.490 1.310 0.6 0.0 0.2 0.352
H 0.086 1.083 2.032 -0.1 0.2 -0.2 0.292
H 0.947 1.432 -0.862 0.0 -0.3 -0.2 0.321
H -0.673 1.638 -0.220 0.0 0.1 -0.1 0.431
H 0.651 -0.890 -0.531 0.0 0.0 0.3 0.261
H -1.979 0.182 -1.120 0.0 0.0 0.3 0.433
H -0.882 -0.564 -2.233 0.3 0.3 -0.3 0.270
H -1.037 -2.708 -1.217 -0.1 -0.1 0.1 0.291
H -2.041 -2.096 0.080 -0.4 -0.1 -0.2 0.385
H -4.170 -1.782 -1.482 0.1 0.1 0.1 0.113
```
Forces are in eV/Å.

***

The following is a quantum chemistry calculation of a structure of composition C22H46N3O2P3Tc in a non-equilibrium geometry, from OMol25.

Values from the calculation:
ΔE to the lowest compared entry with this formula, charge and spin in kcal per mole: 0.0
Charge: +4
LUMO energy (spin up / spin down) in eV: -10.1 / -14.2
HOMO (spin up / spin down) in eV: -18.8 / -18.8
E_tot in eV: -62148.053
Multiplicity: 4
Max |F| in hartree/bohr: 0.1201

```
77
Properties=species:S:1:pos:R:3:forces:R:3:mulliken_charge:R:1
P 4.379 -2.093 -0.243 4.0 2.2 2.1 0.601
C 4.356 -1.766 1.572 -1.7 -0.8 0.2 -0.777
H 5.317 -1.356 1.910 -0.1 -0.1 -0.5 0.558
H 4.159 -2.714 2.094 0.2 0.3 0.0 0.374
H 3.546 -1.064 1.809 0.2 -0.2 0.1 -0.049
C 6.079 -2.804 -0.333 -0.7 -1.6 -1.1 -1.107
H 6.356 -2.928 -1.389 0.1 0.0 0.3 0.417
H 6.065 -3.793 0.146 0.2 0.2 -0.2 0.406
H 6.801 -2.148 0.175 -0.5 0.1 0.0 0.425
C 4.753 -0.386 -0.831 -1.4 -0.1 -1.1 -1.040
H 5.747 -0.063 -0.496 -0.2 -0.4 0.1 0.458
H 3.987 0.310 -0.465 0.3 -0.1 -0.1 0.210
H 4.724 -0.397 -1.929 0.2 0.3 0.2 0.444
P -1.466 4.713 -0.009 -0.4 5.0 -1.3 0.814
C -1.496 6.063 1.245 0.2 -1.0 1.7 -1.178
H -1.597 7.014 0.702 0.1 -0.5 -0.1 0.423
H -0.572 6.073 1.833 -0.2 0.1 0.0 0.384
H -2.348 5.942 1.923 0.2 0.1 -0.1 0.393
C -0.142 5.455 -1.053 1.0 -1.8 -0.2 -1.134
H -0.217 5.075 -2.077 0.1 0.1 0.1 0.408
H 0.832 5.176 -0.638 0.0 0.3 -0.2 0.384
H -0.239 6.545 -1.053 -0.3 -0.2 0.2 0.396
C -2.886 5.383 -0.983 -0.9 -1.8 -0.2 -1.164
H -2.890 6.477 -0.908 0.3 -0.3 0.2 0.401
H -3.822 4.993 -0.570 0.0 0.2 -0.2 0.400
H -2.804 5.086 -2.033 -0.1 0.0 0.2 0.407
P -2.783 -4.360 0.119 -4.9 -0.5 1.5 0.641
C -3.326 -3.800 1.799 1.8 0.6 0.3 -0.859
H -4.407 -3.944 1.935 0.2 -0.2 -0.5 0.475
H -3.065 -2.741 1.935 -0.2 -0.3 0.1 0.052
H -2.779 -4.400 2.540 -0.3 0.2 0.0 0.441
C -4.076 -3.521 -0.910 1.3 0.8 -1.1 -1.111
H -5.067 -3.911 -0.640 0.4 -0.1 0.2 0.508
H -3.872 -3.747 -1.967 -0.3 0.1 0.2 0.448
H -4.038 -2.434 -0.763 -0.1 -0.3 0.0 0.233
C -3.563 -6.025 0.177 1.7 -0.9 -0.4 -1.079
H -4.657 -5.927 0.149 0.3 0.3 0.0 0.407
H -3.248 -6.541 1.094 -0.1 0.1 -0.3 0.409
H -3.215 -6.598 -0.693 -0.3 -0.1 0.3 0.411
Tc -0.297 -0.100 -0.698 -0.5 1.0 6.1 0.432
C 0.965 1.003 0.329 1.5 2.5 2.9 0.427
O 1.685 1.623 1.011 -1.9 -2.0 -2.4 -0.359
C -2.016 0.540 -0.002 -3.1 1.7 1.8 0.387
O -3.061 0.900 0.360 2.8 -1.1 -1.2 -0.331
C -1.495 -0.563 -2.397 -1.2 -1.0 -1.1 -1.173
C -0.767 -1.688 -1.996 -0.9 -1.4 -0.7 -0.011
C 0.621 -1.595 -1.805 1.2 -1.2 -0.8 -0.385
C 1.268 -0.387 -2.079 1.8 -1.2 -0.7 -0.280
C 0.535 0.740 -2.429 0.7 1.5 -1.1 -0.607
C -0.845 0.663 -2.577 -0.8 1.1 -1.3 -0.666
H -2.579 -0.621 -2.475 0.2 0.0 0.0 0.650
H -1.272 -2.623 -1.784 0.0 0.1 -0.1 0.532
H 1.188 -2.445 -1.436 -0.1 0.1 -0.1 0.650
H 2.328 -0.317 -1.892 0.0 0.1 -0.2 0.092
H 1.036 1.700 -2.526 -0.1 -0.2 -0.1 0.607
H -1.407 1.561 -2.803 0.0 -0.1 -0.1 0.588
C 1.343 -2.077 4.576 0.0 0.0 0.6 -0.980
N 1.099 -2.101 3.133 -0.3 0.3 -0.4 0.488
C 1.324 -3.392 2.501 0.2 0.1 -0.1 -1.336
C 0.282 -1.186 2.522 0.0 -0.2 0.1 -0.106
N -0.174 -1.396 1.278 -0.1 0.0 -0.3 0.436
N -0.075 -0.085 3.257 0.4 -0.2 -0.6 0.453
C 0.880 0.719 4.012 0.1 0.1 0.5 -1.235
C -1.409 0.482 3.212 -0.2 0.0 -0.1 -0.747
H 0.402 -1.947 5.135 0.4 0.0 -0.1 0.334
H 2.054 -1.284 4.844 -0.3 -0.4 0.0 0.330
H 1.795 -3.035 4.863 -0.3 0.4 0.0 0.394
H 0.416 -4.017 2.516 0.2 0.1 0.0 0.303
H 1.659 -3.252 1.468 0.0 -0.2 0.0 0.364
H 2.109 -3.914 3.054 -0.2 0.0 -0.2 0.396
H -0.030 -2.363 0.996 0.0 0.3 0.2 -0.229
H 0.714 1.784 3.788 0.0 -0.3 0.0 0.369
H 0.741 0.589 5.100 0.2 0.1 -0.4 0.364
H 1.910 0.476 3.732 -0.3 0.1 0.1 0.357
H -1.402 1.457 2.706 -0.1 -0.1 0.0 0.120
H -2.101 -0.193 2.702 0.2 0.1 0.1 0.121
H -1.765 0.637 4.243 0.1 0.0 -0.3 0.419
```
Forces are in eV/Å.